1.
DFT (ωB97M-V/def2-TZVPD) results for an isolated molecule of C6H9ClN2O2S at a distorted geometry.

CARTESIAN COORDINATES (ANGSTROEM)
1 C -0.470 -2.220 -1.398
2 C -0.724 -2.449 -0.102
3 C 0.080 -0.403 -0.288
4 C 1.762 2.433 -0.969
5 C -0.188 -1.395 1.957
6 C 1.133 1.978 0.125
7 N 0.115 -1.002 -1.434
8 N -0.406 -1.312 0.572
9 O -1.148 1.345 1.446
10 O -1.400 1.128 -1.081
11 S -0.640 1.591 0.066
12 Cl -1.069 3.710 0.093
13 H -0.719 -2.936 -2.230
14 H -1.277 -3.254 0.439
15 H 1.456 2.670 -1.998
16 H 2.638 3.011 -0.769
17 H 0.219 -0.549 -2.507
18 H -0.420 -0.439 2.466
19 H -0.958 -2.165 2.386
20 H 0.772 -1.941 2.101
21 H 1.244 2.201 1.124

Results
Relative energy (zero: lowest compared OMol25 entry of this formula, charge and spin): 69.7 kcal/mol
Max |F|: 8.09 eV/Å
Gap between HOMO and LUMO (alpha / beta): 6.57 / 6.75 eV
Multiplicity: 3
HOMO (alpha / beta): -6.12 / -9.16 eV
E_tot: -1352.082849 a.u.

2.
DFT (ωB97M-V/def2-TZVPD) results for an isolated molecule of C19H23N3O2.

CARTESIAN COORDINATES (ANGSTROEM)
1 O 1.782 1.905 0.380
2 C 1.503 0.790 -0.006
3 N 0.254 0.420 -0.458
4 C -0.878 1.204 -0.576
5 C -0.996 2.521 -0.244
6 C -2.234 3.168 -0.442
7 C -3.282 2.473 -0.950
8 N -3.171 1.158 -1.279
9 C -4.319 0.420 -1.769
10 C -5.017 -0.345 -0.669
11 C -5.179 0.208 0.594
12 C -5.832 -0.497 1.589
13 C -6.335 -1.760 1.332
14 C -6.176 -2.318 0.075
15 C -5.518 -1.616 -0.919
16 C -2.002 0.453 -1.117
17 O -1.916 -0.736 -1.422
18 N 2.394 -0.238 -0.035
19 C 3.778 -0.080 0.357
20 C 4.712 -0.283 -0.838
21 C 6.165 -0.090 -0.413
22 C 6.526 -1.056 0.710
23 C 5.593 -0.860 1.901
24 C 4.139 -1.054 1.480
25 H 0.077 -0.531 -0.769
26 H -0.151 3.053 0.158
27 H -2.344 4.209 -0.192
28 H -4.246 2.925 -1.127
29 H -5.014 1.123 -2.238
30 H -3.959 -0.287 -2.523
31 H -4.786 1.192 0.808
32 H -5.948 -0.057 2.569
33 H -6.845 -2.310 2.109
34 H -6.560 -3.306 -0.131
35 H -5.386 -2.058 -1.895
36 H 2.114 -1.138 -0.391
37 H 3.864 0.950 0.719
38 H 4.452 0.426 -1.626
39 H 4.577 -1.294 -1.233
40 H 6.304 0.936 -0.068
41 H 6.824 -0.249 -1.269
42 H 6.442 -2.083 0.347
43 H 7.561 -0.896 1.020
44 H 5.720 0.148 2.299
45 H 5.845 -1.568 2.693
46 H 3.994 -2.079 1.127
47 H 3.475 -0.891 2.330

Results
Relative energy (zero: lowest compared OMol25 entry of this formula, charge and spin): 0.0 kcal/mol
Max |F|: 0.76 eV/Å
Gap between HOMO and LUMO: 8.55 eV
SMILES: O=C(Nc1cccn(Cc2ccccc2)c1=O)NC1CCCCC1
HOMO: -7.77 eV
E_tot: -1052.632816 a.u.

3.
DFT (ωB97M-V/def2-TZVPD) results for a 3-piece molecular cluster, C35H64BFN9O7P3S overall at a distorted geometry.

CARTESIAN COORDINATES (ANGSTROEM)
1 C -4.676 2.260 4.006
2 N -5.358 0.958 3.887
3 C -4.733 0.114 2.870
4 N -5.690 -0.518 1.953
5 C -5.325 -1.827 1.531
6 O -5.299 -2.776 2.278
7 C -5.064 -1.718 0.038
8 C -4.520 -2.617 -0.863
9 C -4.098 -3.992 -0.317
10 C -5.191 -5.018 -0.737
11 C -6.591 -4.575 -0.285
12 F -4.904 -6.294 -0.288
13 C -4.376 -2.250 -2.214
14 C -3.752 -3.196 -3.242
15 C -2.262 -3.522 -2.941
16 C -1.537 -2.229 -2.574
17 O -1.660 -1.270 -3.307
18 N -0.712 -2.187 -1.395
19 C -0.011 -0.906 -1.341
20 C 1.270 -0.889 -1.838
21 C 2.038 0.266 -1.811
22 C 1.472 1.408 -1.267
23 C 0.184 1.383 -0.772
24 C -0.594 0.236 -0.806
25 C -4.836 -0.986 -2.621
26 P -4.708 -0.494 -4.400
27 S -5.874 -1.683 -5.453
28 C -5.420 -0.066 -1.726
29 C -5.972 1.299 -2.118
30 B -4.873 2.442 -1.926
31 O -4.267 2.958 -3.087
32 O -4.487 2.915 -0.711
33 C -5.505 -0.471 -0.416
34 C -6.056 0.244 0.799
35 O -6.728 1.241 0.903
36 H -5.075 2.987 3.288
37 H -4.881 2.656 5.012
38 H -3.577 2.194 3.922
39 H -5.241 0.526 4.797
40 H -3.965 0.682 2.321
41 H -4.197 -0.689 3.401
42 H -3.099 -4.285 -0.645
43 H -4.132 -3.938 0.777
44 H -5.219 -4.999 -1.836
45 H -6.971 -3.758 -0.913
46 H -6.583 -4.212 0.750
47 H -7.302 -5.401 -0.416
48 H -3.787 -2.772 -4.247
49 H -4.311 -4.137 -3.315
50 H -2.104 -4.341 -2.234
51 H -1.812 -3.858 -3.889
52 H -1.382 -2.152 -0.621
53 H 1.721 -1.778 -2.277
54 H 3.054 0.270 -2.196
55 H 2.069 2.320 -1.229
56 H -0.287 2.274 -0.355
57 H -1.616 0.209 -0.430
58 H -5.174 0.814 -4.595
59 H -3.359 -0.642 -4.786
60 H -6.385 1.255 -3.129
61 H -6.818 1.506 -1.443
62 H -4.895 3.476 -3.603
63 H -3.936 3.693 -0.877
64 C 2.733 -4.655 3.079
65 N 2.530 -4.172 1.731
66 C 1.114 -4.209 1.364
67 P 3.626 -4.207 0.390
68 O 3.239 -2.855 -0.172
69 N 5.253 -3.732 0.830
70 C 5.591 -3.329 2.185
71 C 5.848 -2.748 -0.077
72 N 4.052 -5.861 0.618
73 C 3.026 -6.846 0.284
74 C 5.184 -6.428 1.317
75 H 2.692 -5.750 3.169
76 H 1.965 -4.244 3.737
77 H 3.666 -4.303 3.510
78 H 0.806 -5.201 1.008
79 H 0.902 -3.485 0.573
80 H 0.474 -3.940 2.207
81 H 4.965 -2.502 2.546
82 H 6.636 -3.014 2.236
83 H 5.534 -4.163 2.885
84 H 5.492 -1.732 0.132
85 H 5.620 -2.978 -1.116
86 H 6.936 -2.748 0.027
87 H 2.406 -7.103 1.152
88 H 3.465 -7.768 -0.102
89 H 2.370 -6.466 -0.502
90 H 5.053 -6.387 2.402
91 H 6.121 -5.948 1.046
92 H 5.315 -7.481 1.051
93 C 2.587 5.826 1.796
94 N 3.735 5.229 1.150
95 C 4.338 4.199 1.997
96 P 4.807 5.928 -0.021
97 O 4.948 4.673 -0.863
98 N 3.961 6.818 -1.273
99 C 2.512 6.903 -1.303
100 C 4.402 6.493 -2.633
101 N 4.986 7.398 0.863
102 C 5.778 7.325 2.090
103 C 4.277 8.651 0.717
104 H 2.847 6.555 2.577
105 H 1.981 5.047 2.264
106 H 1.911 6.297 1.088
107 H 5.030 4.626 2.735
108 H 4.892 3.480 1.391
109 H 3.580 3.628 2.535
110 H 2.032 5.915 -1.307
111 H 2.182 7.447 -2.192
112 H 2.120 7.494 -0.474
113 H 3.959 5.558 -2.994
114 H 5.486 6.395 -2.685
115 H 4.112 7.290 -3.323
116 H 5.154 7.116 2.967
117 H 6.320 8.254 2.273
118 H 6.531 6.539 2.012
119 H 3.272 8.600 1.145
120 H 4.215 8.973 -0.320
121 H 4.805 9.457 1.235

Results
Max |F|: 7.64 eV/Å
Gap between HOMO and LUMO: 7.46 eV
SMILES: CNCN1C(=O)c2c(C[C@H](C)F)c(CCC(=O)Nc3ccccc3)c([PH2]=S)c(CB(O)O)c2C1=O.CN(C)P(=O)(N(C)C)N(C)C.CN(C)P(=O)(N(C)C)N(C)C
HOMO: -8.15 eV
E_tot: -3938.454750 a.u.

4.
DFT (ωB97M-V/def2-TZVPD) results for C46H63CaN2O2P3S2Si as an isolated structure at a distorted geometry.

CARTESIAN COORDINATES (ANGSTROEM)
1 Ca 0.448 0.683 -0.484
2 C 2.949 -4.726 0.407
3 C 2.768 -3.384 -0.290
4 C 4.091 -2.915 -0.919
5 P 2.010 -1.981 0.645
6 C 3.317 -1.247 1.753
7 C 2.620 -0.372 2.806
8 C 4.370 -2.130 2.419
9 C 0.807 -2.769 1.804
10 C 1.226 -3.589 2.862
11 C 0.314 -4.167 3.734
12 C -1.047 -3.944 3.548
13 C -1.474 -3.140 2.501
14 C -0.571 -2.534 1.610
15 Si -1.149 -1.416 0.156
16 C -2.943 -1.042 0.710
17 C -4.048 -1.808 0.299
18 C -5.320 -1.598 0.812
19 C -5.518 -0.622 1.780
20 C -4.452 0.169 2.185
21 C -3.168 0.008 1.643
22 P -1.764 1.147 2.086
23 C -2.399 2.899 1.916
24 C -1.874 3.480 0.602
25 C -3.894 3.185 2.028
26 C -1.500 0.996 3.917
27 C -1.084 -0.431 4.286
28 C -2.617 1.485 4.835
29 C -1.181 -2.795 -1.225
30 C -1.623 -4.105 -0.950
31 C -1.530 -5.134 -1.878
32 C -0.971 -4.885 -3.128
33 C -0.525 -3.609 -3.432
34 C -0.626 -2.565 -2.502
35 P -0.081 -0.867 -2.952
36 C 1.085 -1.077 -4.355
37 C 2.349 -1.794 -3.891
38 C 1.428 0.317 -4.900
39 C -1.601 -0.214 -3.805
40 C -1.990 -0.947 -5.085
41 C -2.779 -0.176 -2.824
42 H 3.341 -5.450 -0.315
43 H 2.009 -5.118 0.794
44 H 3.664 -4.665 1.234
45 H 2.037 -3.524 -1.091
46 H 4.920 -3.035 -0.216
47 H 4.069 -1.866 -1.218
48 H 4.330 -3.508 -1.808
49 H 3.837 -0.574 1.069
50 H 2.163 -0.996 3.579
51 H 1.835 0.260 2.383
52 H 3.346 0.290 3.291
53 H 3.945 -2.786 3.182
54 H 5.098 -1.487 2.926
55 H 4.918 -2.745 1.707
56 H 2.280 -3.785 3.014
57 H 0.664 -4.787 4.552
58 H -1.771 -4.396 4.219
59 H -2.541 -2.965 2.380
60 H -3.902 -2.602 -0.429
61 H -6.152 -2.208 0.474
62 H -6.500 -0.468 2.214
63 H -4.636 0.935 2.924
64 H -1.882 3.415 2.729
65 H -2.283 2.933 -0.257
66 H -0.789 3.440 0.554
67 H -2.160 4.532 0.491
68 H -4.457 2.654 1.257
69 H -4.061 4.258 1.881
70 H -4.315 2.920 2.998
71 H -0.633 1.647 4.061
72 H -1.925 -1.119 4.161
73 H -0.769 -0.474 5.334
74 H -0.264 -0.803 3.667
75 H -3.511 0.864 4.743
76 H -2.891 2.526 4.649
77 H -2.283 1.415 5.876
78 H -2.027 -4.331 0.033
79 H -1.879 -6.129 -1.626
80 H -0.880 -5.679 -3.860
81 H -0.083 -3.431 -4.407
82 H 0.604 -1.647 -5.147
83 H 2.852 -1.198 -3.128
84 H 3.047 -1.922 -4.724
85 H 2.143 -2.778 -3.463
86 H 1.854 0.949 -4.116
87 H 0.553 0.834 -5.305
88 H 2.168 0.239 -5.701
89 H -1.336 0.807 -4.065
90 H -2.076 -2.023 -4.920
91 H -1.275 -0.776 -5.894
92 H -2.967 -0.591 -5.429
93 H -3.103 -1.189 -2.564
94 H -3.630 0.346 -3.275
95 H -2.541 0.336 -1.886
96 O 2.913 5.890 -0.561
97 C 3.541 5.173 0.385
98 C 4.514 5.820 1.149
99 C 5.190 5.140 2.143
100 C 4.915 3.794 2.397
101 C 3.957 3.154 1.635
102 C 3.255 3.819 0.624
103 C 2.232 3.057 -0.144
104 O 2.102 1.794 0.090
105 N 1.508 3.751 -0.997
106 N 0.479 3.018 -1.635
107 C -0.282 3.793 -2.314
108 S -0.074 5.539 -2.341
109 C -1.404 5.836 -3.529
110 C -2.478 4.793 -3.287
111 S -1.648 3.192 -3.234
112 H 2.233 5.287 -0.951
113 H 4.714 6.864 0.939
114 H 5.941 5.661 2.728
115 H 5.446 3.260 3.178
116 H 3.727 2.110 1.795
117 H -1.012 5.767 -4.540
118 H -1.778 6.846 -3.355
119 H -3.211 4.751 -4.093
120 H -2.987 4.960 -2.339

Results
Max |F|: 1.97 eV/Å
Gap between HOMO and LUMO: 6.48 eV
HOMO: -6.26 eV
E_tot: -4838.291475 a.u.